The following is a DFT calculation (ωB97M-V/def2-TZVPD) of one molecule with the formula C12H13NO in a non-equilibrium geometry.

Last column: natural (NBO) charge in e.
CARTESIAN COORDINATES (ANGSTROEM)
C  3.537  -0.850  0.202  -0.207
C  2.628  -1.894  0.323  -0.195
C  1.284  -1.678  0.067  -0.199
C  0.910  -0.436  -0.296  -0.040
C  1.883  0.619  -0.425  0.124
C  3.198  0.440  -0.070  -0.208
N  1.311  1.904  -0.564  -0.194
O  0.676  2.320  0.601  -0.378
C  -0.059  1.805  -0.448  0.217
C  -0.526  0.053  -0.171  -0.031
C  -1.206  0.000  1.181  -0.434
C  -2.685  0.560  0.685  -0.383
C  -2.891  0.008  -0.690  -0.433
C  -1.522  -0.367  -1.248  -0.412
H  4.602  -0.932  0.438  0.213
H  2.940  -2.858  0.621  0.212
H  0.643  -2.511  0.284  0.214
H  3.890  1.250  -0.245  0.231
H  -0.872  2.567  -0.837  0.192
H  -0.721  0.721  1.862  0.231
H  -1.268  -0.899  1.839  0.220
H  -2.571  1.619  0.778  0.201
H  -3.424  0.237  1.573  0.210
H  -3.497  -0.799  -0.570  0.210
H  -3.409  0.681  -1.366  0.209
H  -1.483  -1.533  -1.255  0.203
H  -1.369  -0.027  -2.269  0.226

Structure (SMILES) = c1ccc2c(c1)N1O[C@@H]1C21CCCC1
LUMO energy = 0.9 eV
Max |F| = 4.81 eV/Å
Total energy = -594.89572 a.u.
Spin multiplicity = 1
Kohn-Sham gap = 0.36119 Eh
HOMO energy = -8.95 eV

***

The following is a DFT calculation (ωB97M-V/def2-TZVPD) of an isolated ion of composition CH2ClO2S and charge -1 in a non-equilibrium geometry.

Last column: natural (NBO) charge in e.
CARTESIAN COORDINATES (ANGSTROEM)
C  -0.448  0.772  0.818  -1.049
S  0.300  -0.561  0.140  2.126
O  -0.333  -1.818  0.457  -0.940
O  1.741  -0.510  0.100  -0.942
Cl  0.019  -0.252  -2.203  -0.618
H  0.265  1.496  0.263  0.204
H  -1.545  0.874  0.426  0.219

Structure (SMILES) = C=[S@](=O)([O-])Cl
LUMO energy = 4.0 eV
Max |F| = 2.54 eV/Å
Total energy = -1048.17317 a.u.
Spin multiplicity = 1
Kohn-Sham gap = 0.31215 Eh
HOMO energy = -4.45 eV
Charge = -1

***

The following is a DFT calculation (ωB97M-V/def2-TZVPD) of one molecule with the formula O2 in a non-equilibrium geometry.

Last column: natural (NBO) charge in e.
CARTESIAN COORDINATES (ANGSTROEM)
O  -0.442  0.480  0.309  0.000
O  0.442  -0.480  -0.309  0.000

Structure (SMILES) = O=O
LUMO energy = -3.9 eV
Max |F| = 9.68 eV/Å
Total energy = -150.23965 a.u.
Spin multiplicity = 1
Kohn-Sham gap = 0.28362 Eh
HOMO energy = -11.61 eV

***

The following is a DFT calculation (ωB97M-V/def2-TZVPD) of a 15-piece molecular cluster, C24H78O15 overall in a non-equilibrium geometry.

Last column: Löwdin charge in e.
CARTESIAN COORDINATES (ANGSTROEM)
C  -1.040  -3.292  4.840  -0.072
C  -0.236  -3.789  3.691  -0.292
O  -0.709  -3.211  2.448  -0.094
H  -1.015  -2.229  4.662  0.064
H  -0.467  -3.480  5.732  0.071
H  -2.035  -3.787  4.860  0.098
H  -0.303  -4.838  3.580  0.099
H  0.853  -3.667  3.836  0.109
H  -0.118  -2.555  2.067  0.052
C  -1.386  4.039  -0.965  -0.045
C  -0.326  3.187  -0.242  -0.217
O  -0.343  3.283  1.234  -0.131
H  -2.373  3.866  -0.501  0.068
H  -1.375  3.752  -1.956  0.037
H  -1.170  5.169  -0.913  0.103
H  0.660  3.645  -0.518  0.116
H  -0.324  2.148  -0.511  0.086
H  -1.218  3.016  1.529  0.045
C  1.881  0.470  -4.895  -0.049
C  1.249  1.662  -4.165  -0.329
O  0.603  1.417  -2.961  -0.117
H  2.669  -0.068  -4.283  0.097
H  2.299  0.765  -5.828  0.059
H  1.075  -0.193  -5.089  0.046
H  0.499  2.131  -4.783  0.103
H  1.859  2.516  -3.944  0.102
H  1.294  1.356  -2.260  0.054
C  -0.797  -1.237  -0.881  -0.050
C  0.672  -0.938  -0.486  -0.215
O  0.814  -1.229  0.956  -0.113
H  -0.974  -1.026  -1.946  0.055
H  -1.537  -0.702  -0.202  0.085
H  -0.990  -2.325  -0.767  0.068
H  0.780  0.154  -0.485  0.088
H  1.341  -1.514  -1.077  0.081
H  1.239  -0.492  1.389  0.012
C  -4.178  -2.342  -2.488  -0.049
C  -4.315  -2.694  -1.003  -0.352
O  -4.904  -1.732  -0.231  -0.058
H  -3.455  -3.006  -2.933  0.071
H  -3.715  -1.371  -2.582  0.049
H  -5.118  -2.412  -2.926  0.052
H  -3.365  -3.020  -0.556  0.095
H  -4.912  -3.597  -0.805  0.116
H  -4.300  -1.070  0.098  0.058
C  1.308  -3.879  -3.051  -0.081
C  1.989  -4.127  -1.716  -0.347
O  3.304  -3.612  -1.705  -0.080
H  1.735  -4.497  -3.817  0.061
H  1.398  -2.774  -3.297  0.083
H  0.220  -3.996  -2.999  0.068
H  1.969  -5.185  -1.407  0.119
H  1.310  -3.619  -0.973  0.084
H  3.857  -4.199  -1.175  0.079
C  3.662  -2.943  1.863  -0.086
C  3.221  -4.267  2.326  -0.382
O  4.013  -5.216  1.689  -0.097
H  2.983  -2.295  2.444  0.062
H  3.502  -2.694  0.813  0.070
H  4.671  -2.682  2.178  0.085
H  2.166  -4.517  2.075  0.101
H  3.290  -4.341  3.480  0.134
H  3.898  -6.132  2.103  0.127
C  -2.471  0.275  2.941  -0.084
C  -3.270  1.541  2.832  -0.308
O  -2.899  2.289  1.671  -0.110
H  -2.881  -0.278  3.800  0.078
H  -1.406  0.538  3.213  0.086
H  -2.523  -0.345  2.015  0.078
H  -3.171  2.231  3.679  0.115
H  -4.355  1.243  2.895  0.125
H  -3.232  1.749  0.946  0.020
C  0.084  6.518  3.123  -0.049
C  0.804  6.455  1.736  -0.266
O  1.565  5.263  1.475  -0.141
H  0.650  5.897  3.801  0.071
H  -0.806  5.975  3.017  0.041
H  -0.077  7.507  3.491  0.064
H  1.480  7.221  1.596  0.078
H  0.056  6.571  0.919  0.109
H  0.916  4.458  1.565  0.091
C  -2.149  0.246  -4.374  -0.100
O  -2.299  1.133  -3.221  -0.147
H  -1.673  -0.661  -3.995  0.065
H  -3.123  0.016  -4.760  0.074
H  -1.561  0.630  -5.203  0.073
H  -1.452  1.324  -2.839  0.021
C  3.813  0.881  -0.747  -0.124
O  2.959  1.832  -1.426  -0.182
H  3.332  0.502  0.170  0.058
H  3.864  -0.012  -1.403  0.080
H  4.834  1.297  -0.611  0.093
H  3.089  2.626  -0.799  0.068
C  -1.134  -5.832  0.260  -0.180
O  -0.132  -4.937  0.625  -0.151
H  -0.760  -6.806  -0.038  0.071
H  -1.741  -6.089  1.145  0.077
H  -1.860  -5.437  -0.478  0.073
H  -0.449  -4.298  1.293  0.005
C  2.075  0.899  3.258  -0.131
O  1.800  1.252  1.886  -0.167
H  3.141  1.082  3.550  0.097
H  1.445  1.382  3.967  0.066
H  1.995  -0.179  3.461  0.064
H  0.909  1.778  1.915  0.110
C  -4.795  2.247  -1.062  -0.068
O  -3.644  1.454  -0.650  -0.178
H  -4.576  2.941  -1.841  0.080
H  -5.486  1.505  -1.444  0.086
H  -5.096  2.640  -0.148  0.063
H  -3.201  1.284  -1.502  0.049
C  3.881  5.149  -1.363  -0.137
O  3.448  4.295  -0.352  -0.141
H  3.044  5.719  -1.727  0.081
H  4.589  5.897  -1.012  0.083
H  4.296  4.598  -2.121  0.056
H  2.869  4.751  0.297  0.058

LUMO energy = 0.6 eV
Max |F| = 3.66 eV/Å
Total energy = -2089.58315 a.u.
Spin multiplicity = 1
Kohn-Sham gap = 0.36702 Eh
HOMO energy = -9.41 eV

***

The following is a DFT calculation (ωB97M-V/def2-TZVPD) of one molecule with the formula C5H9NO in a non-equilibrium geometry.

Last column: natural (NBO) charge in e.
CARTESIAN COORDINATES (ANGSTROEM)
C  -0.592  -0.194  -1.660  -0.623
C  -0.052  -0.588  -0.306  0.244
O  -0.048  -1.998  -0.254  -0.705
C  1.279  0.028  0.189  -0.268
N  0.648  0.409  1.461  -0.370
C  -0.436  1.433  1.107  -0.333
C  -0.689  0.004  0.972  -0.130
H  -0.613  0.894  -1.777  0.208
H  -1.606  -0.584  -1.788  0.222
H  0.041  -0.616  -2.447  0.223
H  0.222  -2.271  0.634  0.470
H  1.685  0.892  -0.356  0.187
H  2.077  -0.704  0.338  0.204
H  -0.266  2.052  0.220  0.199
H  -0.239  1.782  2.094  0.265
H  -1.412  -0.538  1.575  0.208

Structure (SMILES) = C[C@@]1(O)CN2C[C@H]21
LUMO energy = 1.0 eV
Max |F| = 2.63 eV/Å
Total energy = -325.80505 a.u.
Spin multiplicity = 1
Kohn-Sham gap = 0.38282 Eh
HOMO energy = -9.39 eV

***

The following is a DFT calculation (ωB97M-V/def2-TZVPD) of C37H46IrN3O6S5 as an isolated structure in a non-equilibrium geometry.

Last column: Löwdin charge in e.
CARTESIAN COORDINATES (ANGSTROEM)
Ir  0.148  0.425  -0.529  1.086
O  0.871  -3.717  -0.620  0.022
C  1.059  -2.532  -0.324  -0.578
O  0.905  -1.544  -1.121  -0.261
C  1.648  -2.214  1.045  -0.091
C  2.599  -1.016  0.918  -0.253
C  3.575  -0.996  2.098  -0.082
C  2.631  -0.562  3.252  -0.076
C  1.304  -0.363  2.502  -0.240
O  1.735  0.098  1.206  -0.197
C  0.673  -1.717  2.157  -0.092
C  -0.789  -1.406  1.840  -0.591
O  -1.596  -1.568  2.740  0.074
O  -1.065  -0.919  0.676  -0.151
H  2.154  -3.118  1.378  0.152
H  3.046  -0.894  -0.066  0.146
H  4.372  -0.272  1.927  0.110
H  4.032  -1.972  2.259  0.115
H  2.962  0.371  3.709  0.107
H  2.540  -1.318  4.030  0.118
H  0.615  0.346  2.954  0.162
H  0.651  -2.396  3.004  0.154
S  2.006  0.554  -2.599  0.175
S  1.837  2.264  -3.522  0.038
S  -0.133  2.979  -2.965  0.033
S  -1.160  1.368  -2.486  0.092
C  1.556  -3.753  -3.731  -0.100
C  0.222  -3.663  -4.474  -0.229
C  -0.760  -2.707  -3.806  -0.224
N  -1.275  -3.292  -2.586  0.029
C  -2.298  -2.773  -1.915  -0.843
S  -3.200  -1.473  -2.446  0.627
N  -2.653  -3.382  -0.714  0.111
C  -2.306  -4.632  -0.217  -0.415
O  -2.336  -4.850  0.975  0.102
C  -2.094  -5.751  -1.193  -0.154
C  -2.889  -5.884  -2.326  -0.029
C  -2.781  -7.017  -3.119  -0.083
C  -1.868  -8.010  -2.793  -0.097
C  -1.056  -7.866  -1.675  -0.080
C  -1.180  -6.746  -0.868  -0.018
H  2.261  -4.381  -4.280  0.065
H  1.429  -4.176  -2.732  0.050
H  1.995  -2.759  -3.614  0.065
H  -0.234  -4.656  -4.539  0.103
H  0.398  -3.313  -5.494  0.102
H  -1.603  -2.493  -4.462  0.092
H  -0.264  -1.755  -3.585  0.100
H  -0.608  -3.803  -2.011  0.103
H  -2.965  -2.727  -0.007  0.131
H  -3.607  -5.111  -2.577  0.119
H  -3.408  -7.124  -3.996  0.100
H  -1.801  -8.905  -3.401  0.096
H  -0.328  -8.632  -1.435  0.099
H  -0.568  -6.616  0.014  0.121
C  -3.442  5.318  2.627  -0.065
C  -3.144  4.061  1.847  -0.291
C  -4.158  3.210  1.447  -0.048
C  -3.841  2.032  0.774  -0.272
C  -4.918  1.059  0.370  -0.049
C  -2.522  1.749  0.482  -0.062
C  -1.447  2.618  0.803  -0.268
C  -1.821  3.766  1.540  -0.028
N  -0.158  2.313  0.385  -0.096
C  0.972  3.209  0.696  -0.428
C  0.773  4.643  0.149  -0.089
C  1.967  5.526  0.531  -0.284
C  3.241  4.990  -0.119  -0.122
C  3.475  3.562  0.377  -0.274
C  3.692  3.565  1.891  -0.116
C  2.433  4.123  2.558  -0.283
C  2.155  5.543  2.052  -0.117
C  1.245  3.218  2.218  -0.070
C  2.256  2.700  0.021  -0.151
H  -4.516  5.468  2.741  0.065
H  -3.027  6.194  2.123  0.072
H  -3.000  5.266  3.625  0.074
H  -5.194  3.440  1.678  0.100
H  -5.907  1.462  0.593  0.066
H  -4.799  0.115  0.906  0.082
H  -4.859  0.835  -0.696  0.061
H  -2.309  0.810  0.002  0.031
H  -1.083  4.463  1.904  0.078
H  -0.144  5.097  0.512  0.099
H  0.674  4.582  -0.936  0.073
H  1.773  6.545  0.179  0.135
H  4.093  5.629  0.142  0.116
H  3.137  4.987  -1.209  0.117
H  4.356  3.143  -0.120  0.139
H  4.567  4.169  2.155  0.116
H  3.866  2.542  2.244  0.109
H  2.564  4.144  3.645  0.135
H  2.995  6.198  2.311  0.114
H  1.262  5.942  2.544  0.119
H  0.365  3.536  2.773  0.110
H  1.459  2.187  2.512  0.098
H  2.446  1.674  0.320  0.080
H  2.125  2.734  -1.058  0.005

LUMO energy (spin up / spin down) = 1.3 / 0.0 eV
Max |F| = 2.07 eV/Å
Total energy = -4148.66254 a.u.
Spin multiplicity = 2
Kohn-Sham gap (spin up / spin down) = 0.19674 / 0.14755 Eh
HOMO energy (spin up / spin down) = -4.09 / -4.05 eV
Charge = -1